(1)
{"formula": "C24H26BrCl3N5O4PY", "method": "the ωB97M-V functional and the def2-TZVPD basis", "mol_weight_da": 754.6, "homo_ha": -0.196, "energy_ev": -158901.4840, "spin_multiplicity": 1, "de_lowest_kcal_mol": 2.8, "total_charge": -1, "homo_lumo_gap_ha": 0.2931, "symbols": ["Y", "Br", "Cl", "Cl", "Cl", "P", "O", "O", "O", "O", "N", "N", "N", "N", "N", "C", "C", "C", "C", "C", "C", "C", "C", "C", "C", "C", "C", "C", "C", "C", "C", "C", "C", "C", "C", "C", "C", "C", "C", "H", "H", "H", "H", "H", "H", "H", "H", "H", "H", "H", "H", "H", "H", "H", "H", "H", "H", "H", "H", "H", "H", "H", "H", "H", "H"], "coordinates": [[1.0333, 0.0261, 0.3857], [2.7097, 2.0139, -0.3804], [3.5167, -2.3252, -3.9488], [2.9348, -4.2428, -1.8405], [3.9390, -1.6196, -1.1893], [-0.6985, 1.4255, -1.7796], [-0.7553, 1.0616, 1.2453], [0.0988, -1.9078, 0.7119], [1.1863, -0.9161, -1.7217], [0.6010, -2.7413, -2.8824], [2.5795, -1.2765, 1.8368], [-1.2292, 3.7079, -3.2873], [1.6183, 0.9577, 2.6916], [-3.1574, 2.2688, -2.7738], [-1.4943, 1.5532, -4.4403], [-0.6089, 1.3908, 3.5935], [3.0393, 0.8598, 2.9913], [-2.6537, 1.7512, 4.8509], [-0.6614, 0.7775, -3.5063], [-2.5322, 1.5861, -1.6299], [1.1398, -5.8616, 1.2844], [-2.6387, 3.6288, -2.9120], [1.9261, -4.8554, 1.7973], [-1.2813, 1.6415, 4.7954], [1.3835, -2.0232, -2.2921], [0.0040, -5.5071, 0.5447], [3.6254, -0.4600, 2.4306], [0.8357, 1.2582, 3.6505], [0.4421, -3.1438, 0.8733], [2.5498, -2.5240, 2.1048], [2.8850, -2.5297, -2.2893], [-3.3776, 1.6003, 3.6628], [-0.3443, -4.1926, 0.3462], [-0.3684, 3.1919, -2.2112], [-1.3363, 1.2579, 2.3802], [-2.7464, 1.3611, 2.4643], [-2.8925, 1.5492, -4.0210], [1.6157, -3.5041, 1.5893], [-1.0406, 2.9391, -4.5170], [-2.9728, 0.5921, -1.5175], [4.3527, -0.2281, 1.6489], [2.8233, -5.0986, 2.3581], [-4.4597, 1.6691, 3.6801], [-3.2256, 0.5153, -3.9103], [-0.6943, 1.7449, 5.7030], [0.0183, 2.9502, -4.7823], [0.6810, 3.2808, -2.5005], [4.1426, -1.0080, 3.2263], [-3.3120, 1.2363, 1.5494], [3.5363, 1.7034, 2.5106], [3.2119, 0.9232, 4.0720], [-1.6059, 3.4356, -5.3115], [-0.4962, 3.8071, -1.3165], [1.2639, 1.4296, 4.6478], [-0.6146, -6.2849, 0.1113], [-3.1586, 1.9418, 5.7881], [1.3994, -6.9004, 1.4369], [0.3752, 0.7815, -3.8521], [-2.7548, 2.1373, -0.7127], [-3.4831, 2.0241, -4.8101], [-1.2093, -3.9180, -0.2425], [-2.7845, 4.1597, -1.9687], [-0.9728, -0.2697, -3.5049], [-3.2215, 4.1309, -3.6898], [3.3141, -2.9326, 2.7790]]}

=====

(2)
{"formula": "C15H15NO4", "method": "the ωB97M-V functional and the def2-TZVPD basis", "mol_weight_da": 273.3, "homo_ha": -0.306, "smiles": "NC(=O)COC(=O)Cc1coc2cc3c(cc12)CCC3", "energy_ev": -25479.4495, "spin_multiplicity": 1, "de_lowest_kcal_mol": 5.5, "homo_lumo_gap_ha": 0.3322, "symbols": ["O", "O", "O", "O", "N", "C", "C", "C", "C", "C", "C", "C", "C", "C", "C", "C", "C", "C", "C", "C", "H", "H", "H", "H", "H", "H", "H", "H", "H", "H", "H", "H", "H", "H", "H"], "coordinates": [[1.4618, 2.9222, -1.7270], [-0.6483, 5.4639, -2.3588], [1.3009, 1.6520, -3.5674], [-1.9728, 0.3126, -0.3168], [-0.6806, 3.6426, -3.6901], [-0.1014, 4.4936, -2.8249], [1.4333, 1.7591, -2.3713], [-2.0161, -1.4159, 1.4307], [-1.5878, -3.2572, 3.1923], [-0.2515, -3.5933, 3.8701], [-1.3931, -0.6145, 0.4808], [1.5612, 0.6047, -1.4120], [0.2289, 0.2981, -0.7980], [0.8005, -1.5611, 0.9435], [0.8096, -3.3793, 2.7810], [1.3553, 4.1263, -2.4837], [-0.0088, -0.6748, 0.2290], [-1.1982, -2.2780, 2.1244], [0.1852, -2.3483, 1.8854], [-0.9824, 0.8443, -1.0714], [1.7753, 4.9098, -1.8520], [-1.6285, 3.8182, -3.9818], [-0.2333, -4.6034, 4.2758], [-0.1685, 2.8652, -4.0843], [1.7678, -3.0569, 3.1877], [-1.2741, 1.6100, -1.7641], [2.2683, 0.8632, -0.6212], [1.8630, -1.6162, 0.7617], [-2.0225, -4.1478, 2.7294], [1.9259, -0.2703, -1.9554], [-3.0775, -1.3525, 1.6084], [-0.0756, -2.8938, 4.6888], [1.9278, 4.0283, -3.4132], [-2.3208, -2.8500, 3.8880], [0.9771, -4.3010, 2.2164]]}

=====

(3)
{"formula": "C24H64O24S8", "method": "the ωB97M-V functional and the def2-TZVPD basis", "mol_weight_da": 993.3, "homo_ha": -0.389, "smiles": "CCOS(C)(=O)=O.CCOS(C)(=O)=O.CCOS(C)(=O)=O.CCOS(C)(=O)=O.CCOS(C)(=O)=O.CCOS(C)(=O)=O.CCOS(C)(=O)=O.CCOS(C)(=O)=O", "energy_ev": -161739.5385, "spin_multiplicity": 1, "de_lowest_kcal_mol": 120.2, "homo_lumo_gap_ha": 0.3884, "symbols": ["S", "S", "S", "S", "S", "S", "S", "S", "O", "O", "O", "O", "O", "O", "O", "O", "O", "O", "O", "O", "O", "O", "O", "O", "O", "O", "O", "O", "O", "O", "O", "O", "C", "C", "C", "C", "C", "C", "C", "C", "C", "C", "C", "C", "C", "C", "C", "C", "C", "C", "C", "C", "C", "C", "C", "C", "H", "H", "H", "H", "H", "H", "H", "H", "H", "H", "H", "H", "H", "H", "H", "H", "H", "H", "H", "H", "H", "H", "H", "H", "H", "H", "H", "H", "H", "H", "H", "H", "H", "H", "H", "H", "H", "H", "H", "H", "H", "H", "H", "H", "H", "H", "H", "H", "H", "H", "H", "H", "H", "H", "H", "H", "H", "H", "H", "H", "H", "H", "H", "H"], "coordinates": [[-0.5421, -4.8326, -6.8446], [2.0339, 5.1690, 3.0288], [4.8275, -4.6701, -1.2701], [-5.9662, 2.0228, 0.3545], [1.2144, 0.5734, 1.3574], [-2.8044, 0.2099, -3.2177], [6.2519, 1.7379, 4.1413], [-5.9991, 2.0330, 5.5249], [5.0834, -5.9505, -0.5758], [-6.9980, 0.8536, 0.0615], [1.2684, 1.3657, 0.1195], [-6.4383, 2.4326, 6.8527], [-1.6174, 0.4265, -4.0596], [-5.2553, 2.3748, -0.8529], [1.9600, 6.1061, 4.1429], [0.7520, -4.1375, -7.0407], [5.7735, 1.1928, 5.3975], [6.1074, -4.1092, -2.1517], [-1.1755, -4.5352, -5.2582], [7.5502, 0.7973, 3.5280], [-5.1753, 1.6664, 1.5279], [-4.5406, 1.2038, 5.6336], [3.1499, 4.2350, 2.9146], [1.8801, 5.8817, 1.5700], [-6.9100, 1.3540, 4.6122], [6.6577, 3.1393, 4.0870], [-2.6506, 0.2734, -1.7743], [3.6317, -4.5258, -2.1120], [-3.4444, -1.2586, -3.6100], [-1.5754, -4.5675, -7.8722], [2.2240, 0.8306, 2.3873], [-0.3426, 0.7026, 2.0228], [2.8294, 5.5369, -0.4898], [-3.8864, 0.9705, 4.4035], [4.7663, -3.3677, -0.0509], [-4.1527, 1.3488, -3.7285], [-7.1991, 3.3776, 0.7256], [-3.9316, -1.5451, -4.9209], [-2.6197, 0.2117, 4.6549], [0.3364, 4.2836, 3.0752], [-5.6666, -1.1892, 0.6980], [-1.3828, 0.7539, 1.0655], [-6.4169, -0.4397, -0.4198], [8.7527, 1.4791, 3.7778], [-0.5701, -2.9119, -3.3948], [9.7117, 0.7582, 2.9022], [-5.4342, 3.6301, 4.6444], [8.2098, -5.2168, -1.6911], [1.6637, 5.1071, 0.4390], [-0.2642, -4.1420, -4.2633], [-0.2308, -6.6567, -6.8531], [-1.7414, 2.1033, 0.4746], [5.1037, 1.3852, 2.9190], [-5.3952, -1.4546, -4.9513], [7.0834, -5.0262, -2.6916], [1.2036, -1.2602, 0.8816], [-4.9966, 0.7837, -3.3328], [10.6027, 1.3801, 2.9887], [7.8403, -5.6092, -0.7437], [0.7952, -1.5136, -0.0967], [-2.3102, 0.3502, 1.4717], [9.3826, 0.8288, 1.8655], [6.5506, -5.9489, -2.9213], [-3.7072, -2.5827, -5.1678], [4.1969, 1.9330, 3.1755], [-1.2667, 0.0423, 0.2480], [-5.6062, -0.3899, -5.0507], [-3.7936, 1.9005, 3.8428], [0.2679, 3.9341, 4.1053], [8.5870, -4.1983, -1.5991], [2.2741, -1.4017, 0.7326], [3.8840, -3.4297, 0.5862], [-0.1803, -4.9704, -3.5599], [0.7351, -1.8939, 1.6345], [-4.8077, -0.5517, 0.9076], [-1.0224, 2.5997, -0.1772], [5.1112, 0.2960, 2.8775], [-5.2714, 3.3848, 3.5949], [-2.8674, -0.6472, 5.2787], [-6.3035, 4.2829, 4.7229], [-0.8470, -1.9666, -3.8614], [-6.3578, -1.3052, 1.5328], [8.9470, -5.9491, -2.0202], [-0.0012, -7.1255, -7.8100], [3.7082, 4.9609, -0.2000], [-0.4112, 5.0713, 2.9825], [0.7436, -4.0687, -4.6719], [9.1505, 1.4421, 4.7920], [-3.8894, 2.3115, -3.2903], [5.5713, 1.8032, 2.0276], [7.4510, -4.6164, -3.6323], [-1.4241, -3.2295, -2.7966], [0.5958, -6.8144, -6.1604], [8.7228, 2.5352, 3.5096], [-5.4060, -2.1740, 0.3101], [0.2160, -2.7419, -2.6592], [-6.7773, 4.3826, 0.7347], [-5.8845, -1.8504, -4.0614], [-1.1709, -7.0442, -6.4606], [1.7199, 4.0393, 0.6505], [-2.6890, 1.9985, -0.0538], [9.9511, -0.2592, 3.2116], [-7.8217, 3.4474, -0.1664], [-4.1315, 1.2579, -4.8145], [-1.8794, 2.8228, 1.2817], [2.7389, 5.2825, -1.5458], [-1.7756, 0.8316, 4.9569], [-3.4064, -0.9019, -5.6271], [-5.7736, -2.0814, -5.7588], [-5.7330, -0.0900, -1.1932], [-7.1820, -1.0943, -0.8373], [0.6556, 5.3441, 0.0989], [5.6289, -3.3619, 0.6154], [-7.8262, 3.1613, 1.5905], [-4.5438, 0.3474, 3.7971], [3.0162, 6.6048, -0.3760], [0.4264, 3.4344, 2.3979], [4.8215, -2.4659, -0.6606], [-4.5983, 3.9556, 5.2637], [-2.3292, -0.2042, 3.6902]]}

=====

(4)
{"formula": "C21H29N3O3S", "method": "the ωB97M-V functional and the def2-TZVPD basis", "mol_weight_da": 403.5, "homo_ha": -0.337, "smiles": "CCCCn1ccnc1C(=O)c1cccc(S(=O)(=O)N2C[C@H](C)C[C@H](C)C2)c1", "energy_ev": -43696.1473, "spin_multiplicity": 1, "de_lowest_kcal_mol": 45.8, "homo_lumo_gap_ha": 0.3260, "symbols": ["S", "O", "O", "O", "N", "N", "N", "C", "C", "C", "C", "C", "C", "C", "C", "C", "C", "C", "C", "C", "C", "C", "C", "C", "C", "C", "C", "C", "H", "H", "H", "H", "H", "H", "H", "H", "H", "H", "H", "H", "H", "H", "H", "H", "H", "H", "H", "H", "H", "H", "H", "H", "H", "H", "H", "H", "H"], "coordinates": [[-1.3907, 2.1942, -0.7508], [-2.5292, 3.0028, -0.4254], [1.9688, -1.3725, 1.3461], [-0.0847, 2.7816, -0.6307], [-1.6433, 1.5587, -2.2839], [-0.1493, -2.7586, 3.8504], [2.0507, -2.5477, 3.9912], [-2.7356, -1.1113, 1.1137], [3.4058, -2.1031, 3.7792], [-1.5843, -1.6643, 1.6510], [-0.3541, -1.0386, 1.4660], [-0.8749, 0.0408, -4.0236], [3.3950, 0.9995, 2.9967], [-3.3489, 2.6472, -5.4788], [-2.2319, 2.4773, -3.2366], [2.9460, 0.3641, 4.3071], [-2.7125, 1.7031, -4.4645], [-1.5260, 0.9490, -5.0682], [3.7372, -0.8952, 4.6652], [0.3396, -0.6852, -4.5921], [-0.4787, 0.8800, -2.8072], [0.9396, -1.5669, 1.9757], [1.6363, -3.2240, 5.0860], [-1.4509, 0.6861, 0.2127], [0.2716, -3.3535, 4.9751], [-2.6750, 0.0700, 0.3919], [-0.2948, 0.1457, 0.7294], [0.9290, -2.2710, 3.2534], [3.0749, 1.0886, 5.1147], [-0.0837, 0.2431, -2.0132], [3.2219, 0.3333, 2.1560], [3.5381, -1.1600, 5.7072], [3.5274, -1.8506, 2.7269], [4.4551, 1.2416, 3.0347], [1.0922, 0.0299, -4.9165], [4.0769, -2.9309, 4.0280], [2.3169, -3.5603, 5.8417], [-2.6265, 3.3881, -5.8140], [-1.8588, 0.3535, -5.9208], [-0.4166, -3.8393, 5.6370], [-3.5536, 0.5320, -0.0285], [-1.5015, 3.2419, -3.5427], [2.8394, 1.9166, 2.8167], [-3.6841, -1.6053, 1.2609], [-1.6282, -2.5771, 2.2223], [0.7838, -1.3327, -3.8401], [0.0524, -1.2934, -5.4466], [-3.6996, 2.0924, -6.3459], [4.8048, -0.6896, 4.5696], [-3.0591, 2.9727, -2.7273], [-0.7877, 1.6694, -5.4292], [-3.4581, 0.9731, -4.1332], [0.3004, 1.6054, -3.0842], [-4.1939, 3.1686, -5.0364], [1.8803, 0.1262, 4.2520], [0.6464, 0.6519, 0.5758], [-1.6142, -0.6968, -3.6936]]}

=====

(5)
{"formula": "C22H22AsCaCl3F6IN4O2S", "method": "the ωB97M-V functional and the def2-TZVPD basis", "mol_weight_da": 868.8, "homo_ha": [-0.275, -0.310], "energy_ev": -185316.2178, "spin_multiplicity": 2, "de_lowest_kcal_mol": 0.0, "homo_lumo_gap_ha": [0.2848, 0.2695], "s2": 0.76, "symbols": ["I", "As", "Ca", "Cl", "Cl", "Cl", "S", "F", "F", "F", "F", "F", "F", "O", "O", "N", "N", "N", "N", "C", "C", "C", "C", "C", "C", "C", "C", "C", "C", "C", "C", "C", "C", "C", "C", "C", "C", "C", "C", "C", "C", "H", "H", "H", "H", "H", "H", "H", "H", "H", "H", "H", "H", "H", "H", "H", "H", "H", "H", "H", "H", "H", "H"], "coordinates": [[2.9119, -5.0158, -2.0616], [-3.2363, 0.5178, 0.6011], [-0.1096, -0.5196, 0.9671], [-0.6997, -2.0182, 3.3576], [0.1099, 0.8088, 3.3408], [0.8183, -0.9160, 5.5842], [0.8876, 2.8237, -0.2483], [-2.7084, -0.0635, 2.1495], [-4.3311, -0.7797, 0.4687], [-1.9557, 1.6779, 0.7214], [-1.9820, -0.5626, -0.1161], [-4.3658, 1.5680, 1.3025], [-3.5996, 1.0522, -0.9774], [2.9602, -1.3718, 3.6452], [1.6698, -1.3397, 1.7745], [-0.4365, 1.3768, -2.5023], [-1.4596, 3.3087, -1.7519], [-0.1709, -2.7457, -0.1166], [-1.2005, 4.4782, 0.0418], [0.9939, -3.1847, -0.6229], [-1.2633, -3.5016, -0.2739], [1.9353, -1.2425, 3.0245], [-2.3916, 4.8907, -0.5428], [-0.6250, 3.5046, -0.6923], [-0.6770, 4.9673, 1.3184], [-1.9508, 1.2739, -4.7997], [-1.2447, -4.7138, -0.9350], [-1.0131, 0.2836, -4.5376], [-1.3260, 2.2915, -2.7622], [-2.5577, 4.1640, -1.6489], [1.0858, -4.3890, -1.3004], [-0.2697, 0.3881, -3.3776], [0.6057, -0.8706, 3.8550], [-2.1112, 2.3163, -3.9077], [3.5847, -0.7834, -2.9405], [-0.0468, -5.1688, -1.4614], [1.3417, 0.6061, -0.5436], [4.8154, 0.5634, -1.2072], [3.5691, 0.5007, -2.1057], [2.3599, 0.5409, -1.2660], [3.5258, 1.7305, -3.0328], [-0.8661, -0.5470, -5.2140], [-2.5567, 1.2373, -5.6972], [-0.8108, 4.2127, 2.0904], [-3.0066, 5.6594, -0.1088], [0.4893, -0.3435, -3.1178], [-3.3663, 4.1649, -2.3546], [3.4650, 2.6525, -2.4518], [-2.8188, 3.1055, -4.1121], [2.6570, 1.6870, -3.6939], [0.3814, 5.1895, 1.2275], [0.0056, -6.1150, -1.9843], [1.8616, -2.5572, -0.4528], [4.8328, 1.4972, -0.6420], [5.7216, 0.5070, -1.8180], [4.4341, 1.7594, -3.6426], [4.8193, -0.2618, -0.4922], [-2.1535, -5.2908, -1.0402], [4.4497, -0.7768, -3.6094], [3.6560, -1.6660, -2.3001], [-2.1836, -3.1090, 0.1416], [2.6780, -0.8696, -3.5441], [-1.2205, 5.8694, 1.5823]]}

=====

(6)
{"formula": "C24H24FN3O", "method": "the ωB97M-V functional and the def2-TZVPD basis", "mol_weight_da": 389.5, "homo_ha": -0.303, "smiles": "O=C(Nc1cccc(-c2ccc(F)cc2)c1)[C@H]1CCCN(Cc2cccnc2)C1", "energy_ev": -34513.7766, "spin_multiplicity": 1, "de_lowest_kcal_mol": 7.5, "homo_lumo_gap_ha": 0.3291, "symbols": ["F", "O", "N", "N", "N", "C", "C", "C", "C", "C", "C", "C", "C", "C", "C", "C", "C", "C", "C", "C", "C", "C", "C", "C", "C", "C", "C", "C", "C", "H", "H", "H", "H", "H", "H", "H", "H", "H", "H", "H", "H", "H", "H", "H", "H", "H", "H", "H", "H", "H", "H", "H", "H"], "coordinates": [[7.5107, -1.9204, -0.5242], [-0.2876, -1.7966, 0.7660], [-3.7772, -1.5135, -0.4970], [-0.7302, 0.3607, 1.3266], [-1.3505, 1.9958, -2.0542], [-4.6543, -0.4677, -0.0332], [6.3792, -1.2255, -0.2758], [-3.9786, 0.5161, 0.9310], [-1.0531, -0.9528, 1.1868], [4.0176, -1.0073, -0.4670], [-3.1376, -2.2312, 0.5719], [-3.4100, -0.2647, 2.1149], [-0.6489, -0.6784, -1.9393], [0.4809, 0.9933, 1.0260], [-3.0880, -1.3421, -1.7549], [-0.0837, 1.6256, -2.1278], [2.8330, 0.9613, 0.4883], [2.8253, 2.3524, 0.4181], [1.6594, 3.0541, 0.6648], [1.6553, 0.2889, 0.7987], [4.0647, 0.2003, 0.2285], [-1.9870, -0.3078, -1.8570], [6.4609, -0.0354, 0.4234], [-2.4469, -1.3602, 1.6541], [0.3193, 0.3001, -2.0871], [5.2998, 0.6723, 0.6693], [-2.2694, 1.0524, -1.9411], [0.4904, 2.3854, 0.9711], [5.1703, -1.7239, -0.7256], [3.0698, -1.3852, -0.8183], [-3.9168, -2.8197, 1.0755], [3.7261, 2.8834, 0.1500], [-2.2473, -2.0295, 2.5011], [-3.2927, 1.4090, -1.9345], [1.6577, 4.1326, 0.6105], [-3.1914, 1.0553, 0.4017], [7.4196, 0.3201, 0.7670], [1.6480, -0.7850, 0.8718], [5.3503, 1.5933, 1.2303], [1.3638, 0.0447, -2.1715], [-3.8554, -1.0941, -2.4987], [-0.4203, 2.9384, 1.1528], [0.6346, 2.4281, -2.2299], [-5.0635, 0.0602, -0.8962], [-4.2421, -0.7560, 2.6282], [-2.6686, -2.3175, -2.0199], [-0.3717, -1.7214, -1.8910], [5.1427, -2.6562, -1.2674], [-4.7124, 1.2446, 1.2817], [-2.4014, -2.9204, 0.1565], [-1.4640, 0.9951, 1.6036], [-5.4890, -0.9499, 0.4944], [-2.9400, 0.3989, 2.8467]]}